Density functional theory data (wB97M-V/def2-TZVPD) for a structure of composition C27H52BaF16O19S5 at a distorted geometry.

Atoms and positions in Å:
Ba (3.038874, 4.934423, 0.400433)
O (-0.887317, 2.518513, 2.043911)
C (-1.135204, 1.132390, 1.829954)
C (0.044978, 0.080448, 1.496200)
O (1.251821, 0.372974, 0.792988)
H (-1.896883, 1.016078, 1.058958)
H (-1.796196, 0.859761, 2.652657)
H (-0.435289, -0.686391, 0.888397)
H (0.245253, -0.473245, 2.413495)
O (2.395377, 3.424457, -5.468709)
S (2.657048, 2.740775, -6.738451)
O (1.609076, 2.524420, -7.722153)
O (3.901169, 3.578174, -7.486272)
C (4.103363, 3.425294, -8.886081)
C (5.399310, 4.129359, -9.365758)
C (3.454956, 1.148989, -6.472306)
H (3.251328, 3.753053, -9.481650)
H (4.260188, 2.374317, -9.128869)
H (5.495591, 4.064416, -10.449549)
H (6.297751, 3.745632, -8.882362)
H (5.329842, 5.184177, -9.100001)
H (4.168921, 1.270874, -5.657747)
H (3.920433, 0.832882, -7.405851)
H (2.679879, 0.451183, -6.155408)
O (-5.213834, -5.950176, 2.375675)
S (-5.318051, -6.204205, 3.838129)
O (-6.405073, -7.041112, 4.376609)
O (-3.819245, -6.749811, 4.330637)
C (-2.654842, -6.208377, 3.739734)
C (-1.558584, -5.970070, 4.759518)
C (-5.325638, -4.600933, 4.770781)
H (-2.800729, -5.198439, 3.356529)
H (-2.354640, -6.879495, 2.935014)
H (-0.673320, -5.526993, 4.303351)
H (-1.374436, -6.801367, 5.440060)
H (-1.811306, -5.208489, 5.497238)
H (-5.155441, -4.934126, 5.794556)
H (-6.294156, -4.108067, 4.686211)
H (-4.541625, -3.900079, 4.484028)
O (-2.068341, 8.585048, -2.445123)
S (-3.517834, 8.591053, -2.607715)
O (-4.466312, 8.723192, -1.488202)
O (-3.830796, 9.758409, -3.784825)
C (-5.181603, 10.077065, -4.088116)
C (-5.470165, 11.532231, -3.728803)
C (-3.930435, 7.019464, -3.563806)
H (-5.926671, 9.420190, -3.639236)
H (-5.238915, 9.879736, -5.158569)
H (-5.113808, 11.706029, -2.713469)
H (-6.485054, 11.905980, -3.864519)
H (-4.899631, 12.121809, -4.446429)
H (-4.924121, 7.219145, -3.964839)
H (-4.038126, 6.229999, -2.819998)
H (-3.127597, 6.846625, -4.280512)
O (7.901493, -2.219610, 7.158394)
S (6.502355, -1.981081, 6.793092)
O (5.462902, -3.020359, 7.117585)
O (5.995595, -0.489641, 7.400942)
C (4.649768, -0.042457, 7.322647)
C (4.558254, 1.179923, 6.408512)
C (6.345311, -1.625340, 5.020512)
H (4.349145, 0.377354, 8.282582)
H (3.935622, -0.839180, 7.114458)
H (3.510255, 1.479621, 6.411178)
H (4.936053, 0.969960, 5.407872)
H (5.078958, 2.060616, 6.784464)
H (5.331889, -1.230849, 4.946599)
H (6.473284, -2.574570, 4.500240)
H (7.032449, -0.892660, 4.597276)
O (-7.252656, 5.014562, 8.059569)
S (-6.024837, 4.415389, 7.471730)
O (-4.822408, 5.291386, 7.349527)
O (-5.551293, 3.108651, 8.390998)
C (-4.243217, 2.564820, 8.065864)
C (-3.313528, 2.829538, 9.244822)
C (-6.476106, 3.580972, 5.963233)
H (-3.766576, 2.930348, 7.156303)
H (-4.393208, 1.486222, 8.018441)
H (-2.361828, 2.365349, 8.986181)
H (-3.663239, 2.500288, 10.223290)
H (-3.123142, 3.889462, 9.413405)
H (-6.832987, 2.591995, 6.250732)
H (-5.682489, 3.491541, 5.221420)
H (-7.181900, 4.265378, 5.492541)
C (-5.310553, -2.087886, -2.580390)
C (-4.294133, -2.021492, -3.746684)
C (-3.203242, -3.130843, -3.593697)
F (-3.778847, -4.325961, -3.347685)
F (-2.413445, -3.298557, -4.681129)
F (-4.931744, -2.097482, -4.914410)
F (-3.776049, -0.742175, -3.737212)
O (-6.202588, -0.944226, -2.682448)
C (-7.336630, -1.038300, -1.786582)
C (-8.195791, 0.243267, -1.676442)
F (-9.146194, 0.201950, -0.664352)
F (-7.480727, 1.333741, -1.415593)
F (-8.036515, -2.131228, -2.064025)
F (-6.855115, -1.264552, -0.546904)
H (-4.763067, -1.954441, -1.647356)
H (-5.792788, -3.063768, -2.637013)
H (-2.616537, -2.914527, -2.700909)
H (-8.747451, 0.484367, -2.585089)
C (8.180942, -7.243833, -3.860361)
C (7.959885, -5.954120, -3.019089)
C (6.605690, -5.960395, -2.304644)
F (5.654196, -6.544642, -3.042284)
F (6.595113, -6.616971, -1.102683)
F (8.988201, -5.722413, -2.145531)
F (7.996683, -4.910693, -3.809673)
O (9.581942, -7.519118, -4.152499)
C (10.371472, -6.644671, -4.954175)
C (11.615795, -7.374277, -5.407865)
F (12.388621, -6.722035, -6.274949)
F (12.422787, -7.646004, -4.409627)
F (9.580118, -6.377064, -5.995325)
F (10.595790, -5.527571, -4.273477)
H (7.543850, -7.325238, -4.741033)
H (7.973032, -8.158799, -3.305634)
H (6.276496, -4.949518, -2.064107)
H (11.342942, -8.265339, -5.973267)

Forces on the atoms, in the same order (eV/Å):
-0.7 -0.7 0.2
0.5 -2.9 -0.8
-1.4 4.5 0.5
3.3 -1.2 -2.0
-2.8 0.4 1.9
0.5 0.2 -1.3
0.9 -1.1 1.0
-0.8 0.1 -0.3
0.4 0.6 0.8
0.7 -1.2 -2.3
0.0 0.8 -0.5
1.0 0.5 1.1
-1.1 -0.3 1.4
0.9 -0.6 -1.3
-0.8 0.5 1.0
-0.2 0.6 0.5
-0.1 0.2 0.3
-0.3 -0.3 0.1
-0.1 -0.2 0.1
-0.1 -0.2 -0.1
0.1 0.1 -0.1
0.1 0.0 -0.2
-0.1 0.1 0.1
0.0 0.1 -0.2
-0.4 -0.6 3.2
0.0 0.7 -1.7
2.8 1.5 -0.9
-2.6 -0.2 0.6
1.0 0.9 -0.4
-0.2 0.0 1.3
-0.1 -1.0 0.0
-0.6 -0.2 -0.6
0.1 0.2 0.0
0.2 -0.7 -0.2
0.5 -0.4 -0.6
-0.7 0.4 -0.2
-0.1 0.1 0.0
0.0 -0.3 -0.2
0.1 -0.4 -0.3
-2.1 0.5 0.1
-0.3 -0.7 -0.6
1.8 0.1 -2.1
1.0 -1.6 2.1
-1.2 0.2 -0.5
0.8 0.0 -0.6
-0.2 1.6 1.3
0.3 -0.2 0.4
-0.2 0.3 -0.1
-0.1 0.2 -0.1
-0.2 -0.6 0.2
0.3 0.3 0.3
0.2 -0.1 -0.4
0.3 0.1 0.0
-0.3 0.1 0.0
-2.7 1.0 -0.4
-1.3 -1.3 0.7
2.7 3.0 -0.8
1.8 -2.1 -0.2
-0.5 1.2 0.1
-0.3 -0.3 -0.1
-0.2 -0.2 0.5
0.3 -0.6 0.5
0.2 -0.1 -0.4
-0.1 -0.1 -0.5
-0.3 0.1 -0.1
0.4 -0.3 0.3
0.0 -0.3 -0.3
-0.2 0.0 0.1
0.2 0.0 0.6
2.9 -2.0 -1.3
1.1 2.2 2.2
-2.8 -2.1 -0.2
-0.8 1.6 -1.4
0.3 -0.3 1.7
0.4 0.5 -0.1
0.2 0.5 -0.4
-0.5 0.2 -0.1
-0.1 0.0 -0.4
0.1 -0.1 0.3
-0.2 -0.6 -0.3
0.0 0.2 -0.5
-0.4 0.3 -0.2
0.5 0.0 0.5
-0.5 -0.4 0.2
0.4 0.6 -0.1
-0.8 1.2 0.7
0.3 0.4 0.4
-0.7 -0.2 -0.2
-0.4 0.6 0.3
-0.3 -0.7 -0.7
0.7 -1.0 0.2
-2.1 -0.3 0.8
2.9 -0.4 0.2
-1.8 1.0 -0.7
1.0 -1.0 -0.7
1.2 0.1 0.2
-0.9 0.0 -0.6
0.3 0.1 0.7
0.1 -0.4 0.0
-0.3 0.2 0.2
0.4 0.3 -0.2
0.0 -0.6 -0.3
1.4 -0.8 0.4
0.9 -2.0 0.3
-0.7 0.6 1.8
-0.1 -0.3 -0.9
0.7 -0.1 -0.5
-0.8 -0.8 0.3
-0.6 1.8 -1.6
1.1 0.4 -0.2
-3.1 -1.0 1.7
0.2 -1.3 -1.3
0.0 1.8 -1.0
0.3 -0.6 1.9
0.3 0.9 -1.3
0.7 0.5 -0.3
0.2 0.7 -0.1
-0.4 0.4 0.5
0.2 0.3 -0.3
-0.5 -0.4 0.5

Calculated values
LUMO level: -2.911 eV
Max |F|: 4.8 eV/Å
Net charge: 0
HOMO-LUMO gap: 2.828 eV

Here are the Löwdin charges for atoms 1 to 99, given in e: 0.89 -0.26 -0.34 -0.33 -0.27 0.08 0.08 0.08 0.08 -0.30 0.67 -0.30 -0.27 -0.29 -0.06 -0.11 0.12 0.10 0.08 0.07 0.07 0.07 0.06 0.08 -0.33 0.71 -0.30 -0.27 -0.30 -0.07 -0.10 0.11 0.13 0.08 0.08 0.07 0.06 0.07 0.06 -0.31 0.70 -0.31 -0.27 -0.31 -0.06 -0.08 0.11 0.12 0.08 0.08 0.08 0.05 0.07 0.07 -0.30 0.72 -0.33 -0.28 -0.29 -0.07 -0.12 0.12 0.12 0.08 0.06 0.08 0.05 0.07 0.08 -0.31 0.70 -0.32 -0.28 -0.27 -0.08 -0.12 0.12 0.12 0.08 0.08 0.08 0.08 0.08 0.07 -0.05 -0.43 -0.30 0.09 0.10 0.14 0.10 0.02 -0.49 -0.27 0.07 0.11 0.16 0.13 0.14